Entry 1:
Below is 10 unconnected molecules or ions with the total composition C8H36O10 in a non-equilibrium geometry, with properties calculated with ωB97M-V/def2-TZVPD.

```
54
Properties=species:S:1:pos:R:3:forces:R:3
C -4.1129 0.4384 1.6288 1.4 1.8 0.6
C -4.7186 -0.3114 0.5248 1.5 0.6 -2.1
O -4.1214 -1.6006 0.4093 0.4 0.1 0.1
H -3.0041 0.5081 1.5280 -0.6 -0.5 0.1
H -4.3889 -0.0030 2.5546 0.0 -0.3 1.1
H -4.3848 1.5046 1.6549 -0.4 -0.3 -0.1
H -4.4981 0.3060 -0.4073 -0.5 -0.7 0.5
H -5.7875 -0.3351 0.6292 -0.5 -0.7 0.0
H -3.1495 -1.5417 0.6357 -1.2 0.1 -0.3
C 0.5712 3.2200 0.8736 0.4 -0.4 -0.7
C 1.4636 3.2908 -0.3807 -0.7 1.5 0.0
O 2.7214 2.7067 -0.1529 0.0 -1.3 0.9
H -0.2607 3.8989 0.9158 -0.3 0.6 -0.5
H 1.1854 3.4632 1.7439 0.0 -0.4 0.0
H 0.1039 2.2342 0.9024 0.3 -0.2 0.5
H 1.6793 4.3209 -0.6334 0.1 0.5 0.2
H 1.0002 2.9553 -1.3136 -0.2 -0.7 0.3
H 2.5625 1.9708 0.4823 0.5 0.5 -0.7
C 2.6387 -2.6592 1.7454 -0.8 -0.4 -0.4
C 2.6131 -3.6608 0.6301 -0.6 -0.7 -0.9
O 3.5373 -3.2735 -0.3954 0.3 -0.6 -0.5
H 3.6302 -2.7351 2.1175 0.8 0.2 1.0
H 1.8703 -2.9376 2.4691 0.3 0.0 0.2
H 2.4477 -1.6409 1.4425 -0.1 0.3 -0.4
H 1.6443 -3.7959 0.1251 -0.1 0.3 0.5
H 2.9033 -4.6533 1.0197 -0.1 0.3 0.0
H 3.5109 -3.9518 -1.0998 0.0 0.7 0.5
C -1.7943 2.2953 -1.5061 -0.3 -1.2 -0.8
C -2.1283 1.4878 -2.7776 -0.4 0.8 0.5
O -2.1170 0.0926 -2.5151 0.2 -0.1 -0.6
H -2.6757 2.1111 -0.8758 0.5 0.4 0.4
H -1.6850 3.3540 -1.7265 0.0 0.1 0.1
H -0.8839 1.8665 -1.0727 -0.3 0.2 0.1
H -1.4908 1.6775 -3.6233 0.9 -0.2 0.0
H -3.0862 1.8496 -3.1595 -0.4 -0.4 0.2
H -2.7889 -0.1864 -1.8932 -0.4 0.3 0.3
O -0.4061 -2.0762 -2.2348 0.1 0.0 0.1
H -1.0269 -1.3503 -2.4116 0.2 0.3 -0.2
H -0.9682 -2.7384 -1.8310 0.0 -0.3 0.2
O -0.4482 -0.9337 3.9791 0.1 0.4 0.1
H -0.0940 -0.3078 3.3341 0.1 0.0 0.1
H -0.3501 -0.4700 4.8243 -0.1 -0.3 -0.2
O 4.4907 -0.7091 -0.6378 -0.3 0.5 -0.1
H 5.4379 -0.6499 -0.6020 0.6 -0.1 0.1
H 4.2467 -1.6448 -0.5929 -0.1 -0.3 0.0
O 2.9760 0.8750 -2.3244 0.3 0.5 0.1
H 3.0930 1.7614 -1.9311 0.0 -0.5 -0.1
H 3.7622 0.3861 -2.0061 -0.5 0.0 0.1
O -1.2475 -1.4648 1.1162 -0.5 -0.2 0.8
H -0.4928 -0.9561 0.7848 0.0 0.2 0.3
H -1.3080 -1.4316 2.1025 0.4 0.1 -1.2
O 0.9302 -0.0784 -0.3523 0.0 0.4 0.6
H 0.7891 -0.8787 -0.8619 -0.2 -0.4 -0.6
H 1.6095 0.4011 -0.8546 0.1 -0.2 -0.3
```
Forces are in eV/Å.

Its energy above the lowest of the compared OMol25 structures with the same formula, charge and spin is 1.701 eV. The calculation puts the HOMO-LUMO gap at 10.232 eV. As for the SMILES: CCO.CCO.CCO.CCO.O.O.O.O.O.O.

***

Entry 2:
Below is 10 unconnected molecules or ions with the total composition C8H36O10 in a non-equilibrium geometry, with properties calculated with ωB97M-V/def2-TZVPD.

```
54
Properties=species:S:1:pos:R:3:forces:R:3
C -14.3907 -12.2703 0.9957 -1.3 -0.1 0.5
O -14.4798 -12.5423 2.4021 0.5 0.4 -0.4
H -14.6747 -13.1752 0.4584 0.1 0.0 -0.3
H -15.1804 -11.5312 0.8610 0.1 0.0 -0.4
H -13.4674 -11.8680 0.5789 0.3 0.0 0.5
H -13.7551 -13.1095 2.6754 0.1 -0.1 0.0
C -15.5857 -18.5913 5.1160 1.4 0.0 -1.6
O -14.3833 -18.2280 5.7058 -0.7 -1.9 0.4
H -16.4882 -18.3673 5.6847 -0.6 0.5 0.7
H -15.6193 -17.8877 4.2841 -0.8 0.3 -0.6
H -15.5892 -19.6069 4.7202 0.2 -0.1 0.7
H -14.2828 -17.2805 5.5882 0.7 2.1 0.3
C -12.5572 -14.5012 8.5844 0.9 0.7 0.2
O -13.1690 -13.6739 7.6005 -0.6 0.0 0.1
H -13.1113 -14.5404 9.5222 -0.3 -0.3 -0.2
H -12.3737 -15.4741 8.1286 -0.1 0.0 0.3
H -11.6187 -13.9921 8.8039 0.4 -0.6 0.3
H -13.2323 -12.8060 8.0060 -0.2 0.1 -0.3
C -9.6639 -14.1873 6.5566 -0.8 0.3 -0.2
O -9.3418 -15.1588 7.5654 -0.3 0.8 -1.0
H -9.2312 -14.3360 5.5673 1.0 -0.2 0.3
H -10.7153 -14.2215 6.2714 -0.4 -0.4 0.8
H -9.5119 -13.1671 6.9091 0.3 0.0 0.0
H -8.4774 -14.8958 7.8897 0.1 -0.3 0.2
C -16.5738 -15.5722 5.8803 0.0 0.3 0.2
O -17.7567 -16.2874 5.9906 -0.8 -1.0 0.1
H -15.9475 -15.8922 6.7130 0.2 0.2 -0.2
H -16.1341 -15.7476 4.8984 0.5 0.1 -0.1
H -16.8046 -14.5114 5.9777 0.4 0.3 0.0
H -18.3260 -16.0197 5.2655 -0.3 -0.1 -0.1
C -14.8063 -15.9256 1.4565 -0.5 0.6 -0.6
O -15.2730 -17.2347 1.2916 -0.2 -1.0 0.7
H -13.8691 -15.7318 0.9347 0.3 -0.1 0.2
H -15.5357 -15.2228 1.0539 0.0 0.2 -0.1
H -14.7561 -15.6880 2.5191 0.3 -0.2 0.1
H -15.0179 -17.6658 0.4726 0.1 0.4 -0.1
C -14.4828 -11.6310 5.5317 -0.6 0.4 0.5
O -14.7602 -10.6144 6.5199 0.0 -0.5 -0.5
H -15.0867 -11.4561 4.6414 0.4 0.5 0.0
H -13.4143 -11.6297 5.3161 0.0 -0.2 -0.3
H -14.8179 -12.6086 5.8781 0.3 -0.2 0.2
H -14.1735 -10.7794 7.2616 -0.1 0.2 0.1
C -11.0374 -17.3619 5.4418 0.6 0.4 -0.4
O -10.8102 -17.4719 6.8408 -0.8 -0.1 -1.2
H -11.2019 -16.3337 5.1194 -0.4 0.2 0.3
H -10.1743 -17.6411 4.8374 0.4 -0.5 0.2
H -11.8597 -17.9678 5.0613 -0.2 -0.2 0.5
H -10.5334 -16.5895 7.0985 0.5 0.0 0.6
O -13.5818 -15.3864 5.5331 -0.7 -1.5 0.1
H -13.4622 -14.7927 6.2744 -0.2 0.5 0.6
H -13.1924 -14.9247 4.7905 0.2 0.2 -0.5
O -12.4941 -14.2030 3.4375 0.2 0.0 -0.2
H -11.7249 -13.6409 3.5294 0.3 0.4 0.1
H -12.2081 -14.9082 2.8569 0.1 -0.4 -0.3
```
Forces are in eV/Å.

The spin multiplicity is 2. Its energy above the lowest of the compared OMol25 structures with the same formula, charge and spin is 1.066 eV. The calculation puts the HOMO-LUMO gap (alpha / beta) at 9.899 / 3.515 eV. As for the charge: +1.

***

Entry 3:
Below is 10 unconnected molecules or ions with the total composition C8H36O14 in a non-equilibrium geometry, with properties calculated with ωB97M-V/def2-TZVPD.

```
58
Properties=species:S:1:pos:R:3:forces:R:3
O -6.7822 -33.0435 12.7004 -0.3 0.2 -0.2
H -6.3998 -33.6776 13.3070 0.0 -0.3 0.3
H -6.0740 -32.8378 12.0902 0.2 0.1 -0.1
O -4.5300 -29.6315 9.0734 -0.2 0.0 0.0
H -3.6723 -29.8586 9.4327 0.3 -0.1 0.2
H -4.3415 -29.2919 8.1986 0.1 0.2 -0.3
O -4.3298 -27.0739 10.8579 0.5 0.0 0.1
H -4.2165 -27.8341 10.2873 0.0 -0.1 -0.1
H -5.2713 -26.9018 10.8442 -0.2 0.4 0.1
O -6.8183 -30.1542 10.6307 -0.2 0.7 0.2
H -6.1541 -30.0090 9.9569 0.7 -0.1 -0.4
H -7.2126 -30.9957 10.4016 -0.5 -0.6 0.1
O -7.1180 -27.1223 10.7294 -0.2 0.1 -0.6
H -6.9152 -28.0546 10.8066 0.0 -0.6 0.4
H -8.0740 -27.0867 10.6955 -0.2 0.3 0.3
O -9.5050 -32.2266 7.9591 0.0 0.7 -0.3
H -9.3136 -32.4449 8.8713 0.2 0.0 0.9
H -9.5301 -33.0718 7.5104 -0.1 -0.2 -0.3
C -7.8890 -29.1590 7.7909 0.3 -1.8 -2.3
C -9.3440 -28.7192 8.1959 -2.1 -0.4 -1.4
O -10.4329 -29.5942 7.7813 2.6 3.2 0.5
O -7.6946 -28.9914 6.3668 0.0 1.4 2.3
H -7.7245 -30.2188 7.9858 -0.3 0.0 0.5
H -7.2118 -28.5767 8.4157 0.0 0.5 -0.5
H -9.5641 -27.6993 7.8805 -0.3 -0.1 -0.3
H -9.3008 -28.6351 9.2818 0.2 -0.7 0.7
H -10.0249 -30.4614 7.7248 0.0 -2.2 0.3
H -7.8837 -29.7784 5.8507 -0.2 -0.5 0.1
C -5.6060 -32.8419 7.6535 -0.8 -0.1 -0.4
C -5.9434 -34.2758 7.1452 0.4 1.1 -0.1
O -5.2644 -35.2248 7.8948 0.3 -0.5 0.4
O -6.0124 -32.5563 9.0067 -0.1 -0.3 -0.5
H -6.1565 -32.1553 7.0102 -0.4 0.1 -0.1
H -4.5767 -32.5147 7.5064 0.3 -0.7 0.1
H -5.6605 -34.3889 6.0987 0.3 0.6 -0.3
H -7.0129 -34.4850 7.1198 -0.4 0.4 0.5
H -5.2221 -36.0012 7.3318 0.2 -0.4 0.3
H -5.2262 -32.5381 9.5574 0.1 -0.2 -0.1
C -6.0858 -29.4910 15.5580 -0.8 0.3 0.0
C -6.5372 -29.8475 14.1580 -0.7 0.2 -0.4
O -5.6598 -29.2053 13.2282 0.4 0.4 0.8
O -4.8309 -29.9922 15.8218 1.2 -0.2 0.2
H -6.7315 -29.8362 16.3654 -0.4 -0.5 -0.4
H -6.1501 -28.4085 15.6680 0.3 0.4 -0.2
H -7.5484 -29.4496 14.0724 -0.3 0.2 -0.3
H -6.6019 -30.9191 13.9692 0.3 -0.1 0.2
H -5.7427 -29.4817 12.3126 -0.5 -0.5 0.2
H -4.2576 -29.5876 15.1666 0.4 -0.1 -0.1
C -10.8824 -31.7139 12.5974 -0.5 -0.3 0.5
C -9.7699 -31.0907 11.7546 0.0 0.5 3.1
O -8.9980 -32.0265 11.1404 0.7 -1.1 -3.0
O -10.4757 -32.6630 13.6140 0.3 0.4 -1.2
H -11.5596 -32.2681 11.9475 -0.1 0.0 0.1
H -11.4297 -30.9162 13.0997 -0.2 0.2 -0.2
H -9.1336 -30.5917 12.4854 0.2 0.6 0.2
H -10.1233 -30.2970 11.0964 -0.3 -0.4 -0.4
H -8.4266 -32.5268 11.7276 0.1 -0.2 0.7
H -10.1140 -32.2056 14.3766 0.0 0.2 0.0
```
Forces are in eV/Å.

The spin multiplicity is 2. The calculation puts the HOMO-LUMO gap (alpha / beta) at 8.719 / 2.242 eV. As for the charge: +1.

***

Entry 4:
Below is a molecular structure, C8H36O20Zn in a non-equilibrium geometry, with properties calculated with ωB97M-V/def2-TZVPD.

```
65
Properties=species:S:1:pos:R:3:forces:R:3
Zn 11.8303 -1.9627 24.0969 0.1 -0.1 0.1
C 21.1708 -2.9752 30.1191 0.6 0.0 0.1
C 22.5899 -3.3474 30.5558 -0.1 0.2 -1.9
O 22.8154 -3.3334 31.7549 0.9 -0.3 1.3
O 23.4001 -3.6027 29.5887 -0.6 0.1 1.2
H 20.5823 -3.8927 30.1161 -0.1 0.1 -0.5
H 21.3013 -2.4879 29.1528 -0.7 -0.2 -0.1
H 20.7552 -2.3172 30.8822 0.0 0.1 -0.2
C 23.9902 2.4051 28.7525 0.2 0.5 1.5
C 24.8484 3.1436 27.7741 0.6 0.2 -2.1
O 25.6307 2.4743 27.0523 0.2 -0.7 0.4
O 24.7821 4.3654 27.4711 -0.7 -0.1 1.2
H 23.1181 1.9639 28.2699 0.1 0.1 0.1
H 23.7183 3.0498 29.5882 -0.7 0.5 -0.3
H 24.5433 1.6689 29.3359 0.2 -0.5 -0.8
C 17.6403 0.8579 24.1670 -0.6 0.7 0.0
C 16.2318 0.3562 23.9068 -1.7 -1.4 0.4
O 15.1619 1.0188 23.7079 1.6 1.0 0.1
O 16.0203 -0.8815 23.9308 0.8 -0.4 -0.1
H 18.0599 1.1387 23.2010 0.2 0.1 0.1
H 18.2896 0.1446 24.6746 -0.4 -0.3 -0.3
H 17.5910 1.7261 24.8243 0.0 0.3 -0.2
C 9.6914 -7.7497 24.2126 -0.8 -0.8 -0.4
C 10.1867 -6.3361 24.2556 -1.3 1.5 1.0
O 11.3882 -6.1635 24.1389 2.8 0.0 -0.4
O 9.4084 -5.3486 24.3948 -0.6 -0.9 -0.1
H 9.1646 -8.1285 25.0884 -0.1 0.5 0.2
H 10.4622 -8.4891 23.9949 0.2 0.3 -0.2
H 8.9615 -7.7154 23.4038 -0.1 -0.4 -0.1
O 21.4632 -1.7725 20.7244 0.1 0.2 0.1
H 20.8414 -2.4865 20.5837 -0.2 -0.2 0.1
H 21.9369 -1.6999 19.8957 0.1 0.0 -0.2
O 23.5825 2.5476 22.1376 0.2 0.0 0.0
H 22.8626 1.9175 22.1056 -0.2 -0.2 0.1
H 23.2476 3.3182 21.6792 -0.1 0.2 -0.1
O 22.5403 -4.3884 24.6095 0.0 -0.3 -0.2
H 23.2103 -4.3333 25.2909 0.1 0.0 0.3
H 22.4849 -3.5010 24.2550 -0.1 0.2 -0.1
O 12.3837 -1.4111 27.4977 -0.1 0.0 -0.2
H 13.0408 -0.8129 27.8537 0.3 0.2 0.0
H 11.8721 -1.6860 28.2587 -0.2 -0.2 0.1
O 16.1251 -3.1311 19.6360 -0.1 0.0 -0.3
H 16.0399 -2.7399 20.5055 -0.1 0.2 0.3
H 16.8339 -3.7679 19.7278 0.1 -0.2 0.1
O 15.9667 0.8485 29.3130 -0.1 -0.2 -0.1
H 15.3011 1.2787 29.8498 -0.2 0.1 0.1
H 16.7335 1.4175 29.3798 0.3 0.1 -0.1
O 16.2086 2.7070 18.6472 0.1 0.0 -0.3
H 15.3428 2.3596 18.8618 -0.2 -0.2 0.1
H 16.3283 3.4416 19.2490 0.1 0.2 0.2
O 13.0622 5.5543 23.5588 -0.3 0.3 0.0
H 13.9531 5.8939 23.6441 0.2 0.0 0.0
H 13.1722 4.6056 23.4950 0.1 -0.3 0.0
O 9.2188 0.6731 24.1975 0.1 -0.1 0.1
H 8.9639 1.5658 24.4303 0.0 0.2 0.1
H 8.5856 0.4089 23.5300 -0.1 -0.2 -0.2
O 18.6179 6.4044 27.6320 0.0 -0.2 0.1
H 18.3190 6.6691 26.7620 -0.1 0.0 -0.2
H 18.7910 7.2285 28.0872 0.1 0.2 0.2
O 17.3487 5.9389 21.7878 -0.2 -0.2 0.0
H 17.0372 6.7121 21.3173 -0.1 0.2 -0.1
H 18.1742 6.2162 22.1853 0.3 0.0 0.1
O 17.6316 -4.8856 25.6990 0.2 -0.2 -0.1
H 17.3700 -5.1297 26.5868 0.0 0.0 0.2
H 16.9342 -4.3048 25.3945 -0.2 0.2 -0.1
```
Forces are in eV/Å.

The calculation puts the HOMO-LUMO gap at 1.121 eV. As for the charge: -2.

***

Entry 5:
Below is a molecular structure, C8H3AuNO5S in a non-equilibrium geometry, with properties calculated with ωB97M-V/def2-TZVPD.

```
19
Properties=species:S:1:pos:R:3:forces:R:3
O 0.4149 4.6774 0.3936 -2.1 -2.4 -0.2
C -0.3012 3.7850 0.3508 2.1 2.3 0.2
Au 0.0604 -1.1397 -0.4393 -0.3 1.6 -1.0
O -0.0424 0.3305 -3.9183 0.0 -1.2 3.0
C -0.0498 -0.0804 -2.8586 0.0 1.0 -2.5
C -0.1308 -3.1528 -0.2795 -0.1 -6.2 1.5
O -0.1872 -4.2651 0.0041 0.1 4.6 -1.4
C -1.7798 -0.4826 -0.0007 -5.3 1.6 1.8
O -2.7352 -0.0483 0.4677 3.7 -1.7 -2.0
C 1.8620 -0.3022 -0.2130 5.4 2.7 1.5
O 2.7595 0.3197 0.1470 -3.5 -2.5 -1.6
S -0.6474 0.7464 4.4460 1.2 -1.1 1.1
C 0.6230 -0.4525 4.3801 -1.9 1.9 1.5
C 0.8837 -0.7535 3.0576 -0.5 0.3 -3.0
N 0.1109 -0.0796 2.1348 0.6 -0.9 0.3
C -0.7463 0.7351 2.7231 0.6 -0.3 0.3
H 1.1358 -0.9104 5.2198 -0.2 0.2 0.3
H 1.6283 -1.4638 2.7146 0.0 0.0 0.1
H -1.4544 1.3739 2.2017 0.1 0.0 0.0
```
Forces are in eV/Å.

The spin multiplicity is 3. The calculation puts the HOMO-LUMO gap (alpha / beta) at 9.130 / 5.105 eV. As for the charge: +3.